1.
Density functional theory data (the ωB97M-V functional and the def2-TZVPD basis) for 2 unconnected molecules or ions with the total composition C27H53ClIN4O6P2 in a non-equilibrium geometry.

The geometry in ORCA input format:
```
! wB97M-V def2-TZVPD RIJCOSX def2/J DEFGRID3
* xyz 1 1
H -1.16 -0.24 -1.16
H 1.84 -1.59 -1.41
H -0.08 -0.44 3.65
H 0.95 4.48 -3.06
C 2.60 2.87 -0.95
O 0.86 6.60 1.61
H 2.44 -1.04 1.52
H -2.65 -3.78 -3.14
H -6.71 -2.93 -1.99
O -4.68 -3.00 -2.21
H -5.91 -1.34 -1.94
H -0.13 6.03 -0.06
C -0.23 0.18 -1.55
O -2.04 1.58 -1.95
H 3.91 3.59 1.58
H -3.28 -1.78 -1.31
H -4.39 2.77 1.52
H 0.06 -2.11 4.15
H 3.42 -0.58 0.11
C -5.82 -2.39 -1.63
H -2.92 2.03 0.11
C 2.06 -4.65 1.02
C -2.53 1.11 0.57
H -1.55 -1.40 3.93
O 0.20 4.00 -2.66
H -2.65 0.32 -0.17
C -3.52 -2.86 -1.42
C -0.08 -0.51 -2.91
H 0.53 -2.25 1.89
C -2.37 -3.59 -2.10
H 5.11 -2.17 1.68
C -4.66 1.76 1.83
C 2.87 -3.48 1.50
H 3.54 2.99 -0.41
O -0.94 -0.99 1.12
H -0.99 -2.37 -1.03
H 2.59 1.87 -1.35
C -1.09 -1.65 -3.08
H 1.05 7.33 -0.35
N 3.41 -2.61 0.48
H -5.02 1.79 2.86
H 0.85 -2.20 -0.11
H 0.94 -0.83 -3.12
H 0.56 0.22 1.77
H 3.78 2.41 2.90
H 1.23 7.40 2.00
C -1.02 1.41 0.81
H 1.97 -4.65 -0.06
C -0.42 2.37 -0.28
H -0.32 0.19 -3.72
H 5.18 -4.24 -0.56
C 1.96 2.62 1.78
P 1.26 3.35 0.21
I -1.10 2.61 2.62
H 3.95 1.87 1.23
C 4.87 -2.48 0.65
N -3.17 3.66 -2.48
H -2.21 -4.55 -1.61
C -0.54 -1.43 3.54
H -1.14 -2.79 1.99
C -3.51 0.79 1.70
H 5.20 -1.70 -0.04
H -4.16 -0.35 3.05
Cl 1.60 1.97 -4.13
N -0.56 1.67 -1.66
H -5.80 -2.44 -0.54
H 1.49 0.73 -0.32
O 3.05 -3.27 2.66
N -3.40 -0.28 2.37
H 1.58 3.30 2.55
C 0.29 6.95 0.35
H 5.49 -4.50 1.16
C 1.48 -1.36 -0.41
C 2.72 -1.32 0.49
H 2.54 -5.57 1.34
H -0.51 7.69 0.45
H -0.95 -2.08 -4.07
C -1.07 -2.77 -2.05
H 6.65 -3.61 0.18
H -3.70 -3.25 -0.41
H 2.65 3.57 -1.77
C 5.59 -3.78 0.34
H -1.11 3.21 -0.35
H 1.59 1.64 2.05
C -2.56 2.71 -2.34
H -5.47 1.43 1.18
H -0.20 -3.42 -2.21
C -0.49 -1.92 2.11
H 1.07 -4.62 1.48
P -0.16 2.62 -3.37
H -2.09 -1.20 -3.09
C -0.12 0.13 0.93
C 0.72 -0.04 -0.36
C 3.49 2.63 1.87
*
```

## Properties
Energy above the lowest of the compared OMol25 structures with the same formula, charge and spin: 0.000 eV
M: 754.05 g/mol
E_LUMO: -3.5 eV
E_HOMO: -0.4170 hartree

***

2.
Density functional theory data (the ωB97M-V functional and the def2-TZVPD basis) for a molecular structure, C27H53EuNO3 in a non-equilibrium geometry.

The geometry in ORCA input format:
```
! wB97M-V def2-TZVPD RIJCOSX def2/J DEFGRID3
* xyz 3 7
H -6.18 2.81 -1.17
C -1.74 1.91 0.19
C -8.05 1.07 -1.03
C -5.80 0.88 -2.09
C 2.74 1.41 1.06
H 8.98 -1.52 1.54
H 7.18 -2.00 -0.91
H 5.84 2.53 -1.25
C 4.99 0.94 -0.10
H 8.75 1.75 -1.48
H 8.09 -3.18 -1.81
H 9.75 -3.66 2.68
H -1.54 0.89 -0.14
C 6.89 0.76 -1.88
H -7.84 -2.29 0.84
C -3.99 2.30 -1.05
H -8.59 -3.81 0.37
H -8.24 -1.11 -3.29
H -5.73 1.58 -0.02
H -5.39 1.23 -3.04
Eu -4.62 4.91 -0.48
C -8.77 -2.74 0.46
C -1.08 2.15 1.55
C -5.50 1.95 -1.02
H 1.06 1.41 -0.29
C 3.85 1.94 0.14
H -9.55 -3.41 3.38
H 8.43 -0.14 0.18
H 5.28 0.55 0.88
H -3.84 3.36 -1.33
H 1.34 2.97 0.51
C -9.47 -2.45 2.89
H 2.75 0.32 1.06
H -5.25 -0.02 -1.82
H 0.68 1.87 2.69
H 8.97 -2.48 3.71
H -10.62 -3.37 1.34
H 10.31 -1.94 -0.91
N -8.33 -0.05 -0.17
C -9.95 -2.51 1.44
H 4.31 2.81 0.63
H 0.21 0.43 1.80
H -3.70 1.18 0.74
H 2.93 1.73 2.08
C 8.80 -3.16 2.88
H -3.48 1.75 -1.83
O -9.09 -2.29 -0.84
H -1.02 3.23 1.74
H -3.49 2.89 1.01
H 10.03 0.20 -0.38
H 8.07 -3.91 3.19
C -3.26 2.07 0.28
H 8.85 0.54 -2.76
C 9.38 -1.56 -1.31
C 9.05 -0.16 -0.73
C 0.30 1.52 1.73
H 6.53 -0.27 -1.84
H 9.49 -1.55 -2.39
O -10.71 -1.38 1.05
H 4.62 0.09 -0.67
C 8.33 -2.40 1.65
H -10.42 -0.62 1.56
H 3.44 2.27 -0.81
O -8.34 2.21 -0.80
C -8.77 -1.01 -1.23
H 6.62 1.12 -2.88
H -1.74 1.74 2.31
C -7.31 0.58 -2.28
H 6.94 1.87 -0.04
H -9.68 -0.56 -1.65
H 9.36 -3.74 0.31
H 7.60 -3.95 0.38
H -7.63 1.13 -3.16
H -8.42 -2.13 2.95
H -6.88 -1.61 -2.29
H -7.39 -0.35 0.13
C 8.15 -2.49 -0.96
C 8.41 0.75 -1.78
H -10.07 -1.73 3.45
C 6.19 1.60 -0.79
C 8.42 -3.19 0.36
H -1.34 2.61 -0.56
H 7.30 -2.05 1.79
C 1.34 1.88 0.67
C -7.72 -0.91 -2.36
*
```

## Properties
M: 591.69 g/mol
<S²>: 12.010
E_LUMO (spin up / spin down): -10.5 / -11.4 eV
E_HOMO (spin up / spin down): -0.5247 / -0.5247 hartree

***

3.
Density functional theory data (the ωB97M-V functional and the def2-TZVPD basis) for a molecular structure, C27H53GaIO9S2 in a non-equilibrium geometry.

The geometry in ORCA input format:
```
! wB97M-V def2-TZVPD RIJCOSX def2/J DEFGRID3
* xyz -1 1
H 1.73 -0.66 -3.74
C -0.48 2.12 -5.73
C -2.45 -3.74 2.09
C -6.56 -5.60 5.02
H 5.68 3.03 5.50
H 0.73 1.77 -1.02
S -0.64 1.52 1.10
C -0.37 -0.25 -1.19
H 2.94 1.90 4.82
H 1.28 4.17 -10.22
H -6.77 -6.37 7.05
H 4.45 1.77 3.89
C 1.13 0.02 -3.02
O 3.48 3.60 3.80
H 2.78 2.02 -4.62
H 2.47 -3.32 3.95
H -2.38 -2.51 0.28
H -0.58 4.15 -3.42
O 3.37 -0.64 3.68
H 4.59 5.28 4.21
C -6.48 -5.46 6.53
H -7.33 -4.11 3.61
H 4.05 -0.66 1.71
C -4.25 -3.62 0.58
H 3.04 4.10 6.56
H -2.70 2.70 -6.01
Ga -0.56 3.86 1.29
H 2.86 -1.52 5.48
H 3.94 1.61 -8.29
H -7.71 -2.62 5.87
H 3.68 -3.37 1.85
C 3.85 2.43 4.53
H -7.39 -6.26 4.75
H 2.21 3.25 -8.16
H 2.85 5.42 4.58
C -1.90 2.65 -5.21
C 3.44 -1.27 2.39
C -0.26 1.27 -0.70
C 3.39 1.79 -9.22
H 4.56 2.20 6.59
O 0.13 2.77 -6.62
C 1.93 3.29 -10.29
H -1.08 1.84 -1.28
H 3.53 3.72 -11.71
C 3.37 3.64 -10.63
C 3.72 4.75 4.62
H -1.88 4.56 0.72
H 4.10 -3.75 4.50
C -7.78 -3.70 5.71
C 4.00 -2.65 2.60
H -5.95 -3.59 4.58
O 4.19 2.60 -10.10
H 0.65 4.37 0.34
H 4.59 -1.46 5.11
H 1.55 3.44 -4.22
H -0.14 1.83 -3.32
H -2.20 1.95 -4.34
H 3.67 4.58 -10.16
C 1.91 2.38 -3.96
O 0.02 -0.72 -2.47
C -4.49 -4.73 1.58
H 1.52 2.62 -11.06
H -1.46 -4.17 2.24
H 1.86 0.33 -2.20
H -5.47 -4.66 2.06
H -4.72 -2.69 0.93
C -2.74 -3.48 0.62
C 2.09 2.54 -8.99
O -0.88 -1.08 -0.38
O -3.45 -4.65 2.56
I -0.22 4.55 3.82
C 3.99 4.24 6.02
H -2.28 -4.25 0.00
H 4.62 4.92 6.60
H -2.52 -2.82 2.68
C 3.60 -1.63 4.68
H -8.82 -3.96 5.50
H 5.10 -2.62 2.59
H 2.42 -1.31 1.99
H -4.64 -3.84 -0.41
O -7.38 -4.40 6.89
H 3.22 0.83 -9.71
H -5.65 -6.00 4.59
C 0.70 1.31 -3.89
H -4.42 -5.72 1.10
O 0.18 0.95 -5.21
H 2.31 2.45 -2.88
C 3.52 -2.98 4.00
C 4.62 2.90 5.75
C -6.87 -4.18 4.59
H -5.48 -5.17 6.85
S -1.57 4.31 -4.39
H 1.26 1.88 -8.75
*
```

## Properties
M: 782.47 g/mol
E_LUMO: 2.1 eV
E_HOMO: -0.1901 hartree

***

4.
Density functional theory data (the ωB97M-V functional and the def2-TZVPD basis) for a molecular structure, C27H53HgN2O4SSi2.

The geometry in ORCA input format:
```
! wB97M-V def2-TZVPD RIJCOSX def2/J DEFGRID3
* xyz -2 2
H 0.17 -0.45 5.22
H 1.26 2.51 -5.01
C 2.09 -2.84 1.63
H -1.72 -2.66 -2.53
H 3.20 -2.83 -1.16
H -1.12 2.01 2.53
H 0.96 2.29 3.11
N 1.88 -3.98 -2.29
O -1.60 5.98 0.62
H 3.00 -2.33 1.97
H 0.49 -2.27 -5.32
H -2.32 0.88 1.94
H -1.19 -3.26 2.52
H 1.36 -1.34 -4.07
H 1.02 0.78 -5.26
H 1.91 -2.98 -4.54
C -5.62 4.27 -1.84
H 3.18 -0.61 0.78
C 0.86 -2.47 2.47
H 2.14 0.54 -0.04
C -0.25 -3.42 2.01
H 2.57 1.37 -4.64
H -2.46 1.54 3.57
H 2.74 2.57 -1.76
Si 0.83 1.35 -2.81
C 0.54 -3.90 -2.55
H -3.51 6.68 -0.74
H -1.07 2.83 -3.50
H -2.48 -1.46 2.69
H -2.85 -0.70 4.24
C -1.21 -2.46 -3.47
H 1.52 -3.81 4.04
C -1.99 4.82 0.42
H 1.98 -2.13 4.33
C 2.70 -2.78 -2.14
O -1.42 3.75 0.81
H -1.45 2.01 -1.99
C 1.66 2.74 -1.84
H -1.65 -1.99 4.16
H -5.62 6.42 -2.06
H 2.31 2.67 2.04
H 3.44 -5.34 -2.17
C -0.98 1.88 -2.96
H 3.66 1.08 3.31
C 1.91 0.55 2.15
C 1.49 1.52 -4.60
S -0.58 -4.97 -1.86
C -1.75 1.17 2.82
H 1.26 2.80 -0.83
C -3.27 4.62 -0.38
C -2.04 -1.12 3.63
C 1.44 2.02 2.17
C -3.80 3.33 -0.58
C 2.46 -5.17 -1.71
O 1.04 -0.11 -2.20
H 1.81 -6.02 -1.89
H 1.93 -2.59 0.58
H 0.31 -2.65 4.58
H -1.75 -2.95 -4.29
C -5.11 5.55 -1.64
C 2.73 0.38 0.87
H 3.33 -0.65 3.32
C 1.19 -2.77 3.94
C -4.98 3.17 -1.31
H 0.24 1.24 4.70
H 2.35 0.45 4.31
O -3.19 2.25 -0.08
H 3.48 -2.73 -2.90
C 1.05 -2.34 -4.38
H -5.36 2.17 -1.47
Hg -0.69 -0.53 -0.29
H 0.07 -4.46 2.20
H -1.18 -1.38 -3.62
H 2.26 -3.92 1.70
N 0.16 -2.93 -3.39
H -2.35 2.65 0.37
H 1.50 3.72 -2.31
C -0.41 0.36 4.77
Si 0.36 -0.61 2.12
H -1.58 1.13 -3.50
H 2.10 -1.87 -2.16
C 2.85 0.34 3.35
H 0.74 2.25 1.37
C -3.94 5.71 -0.91
H -0.43 -3.33 0.93
C -0.99 -0.03 3.40
H 2.60 -5.06 -0.63
H -1.23 0.61 5.45
H -6.54 4.14 -2.41
H 3.55 1.11 0.86
*
```

## Properties
Energy above the lowest of the compared OMol25 structures with the same formula, charge and spin: 0.000 eV
M: 758.56 g/mol
<S²>: 0.757
E_LUMO (spin up / spin down): 4.3 / 4.3 eV
E_HOMO (spin up / spin down): -0.0105 / -0.1094 hartree

***

5.
Density functional theory data (the ωB97M-V functional and the def2-TZVPD basis) for a molecular structure, C27H54AlN2O7 in a non-equilibrium geometry.

The geometry in ORCA input format:
```
! wB97M-V def2-TZVPD RIJCOSX def2/J DEFGRID3
* xyz -1 3
H -3.50 -0.68 3.98
H -2.57 2.18 3.42
H -5.20 -3.51 4.55
C 1.05 1.95 -7.65
C -2.65 0.69 -0.72
C -1.89 -0.61 -0.34
H -3.81 2.26 0.15
H 2.51 -2.61 2.60
C 2.76 1.57 5.57
H -4.47 0.74 4.30
H 1.82 -1.58 6.62
O -2.97 -2.98 2.41
H -2.39 -1.46 -0.82
C -4.85 -1.57 1.08
H 4.66 -0.49 6.29
H -5.16 -4.88 3.42
H -1.40 0.26 -4.02
H 5.28 -0.37 2.84
H -5.92 1.09 1.78
H 2.01 3.31 -9.00
H -4.08 -2.05 0.46
C -3.71 0.34 3.62
O -1.35 0.63 2.94
H -1.92 0.28 -7.09
H -3.41 0.46 -1.48
H 1.77 -0.76 -7.08
H -0.44 1.51 -9.17
C -1.09 -0.22 -6.57
H 3.01 -0.35 -5.92
H -1.06 -0.20 3.34
H 1.77 3.99 -7.38
H 0.40 3.84 -8.49
N 0.02 2.03 -6.56
O -5.15 -2.49 2.19
H -0.08 -0.34 5.81
H 1.44 0.79 -4.47
H 0.80 -0.79 -4.81
H 4.03 0.87 2.78
H 4.90 0.55 4.28
H 2.75 -1.13 1.67
N 2.11 -0.39 4.14
H 4.95 -2.23 4.57
H 2.48 2.21 4.73
C 2.33 1.33 -7.08
O -0.16 -0.61 -2.01
C 1.03 0.17 -5.26
C 1.32 3.37 -8.15
H -2.40 1.79 1.08
C -4.13 -3.12 2.73
O 1.13 -1.18 3.90
H -1.91 -0.79 0.73
H 1.24 1.30 -9.68
H -0.61 1.81 -3.86
H -5.77 -1.57 0.49
H 0.12 1.19 4.97
H -2.07 1.17 4.80
H -3.70 -4.44 4.34
H -1.94 1.37 -1.22
H 2.78 2.04 -6.38
C -0.28 0.80 -5.75
H -0.51 -0.77 -7.31
O 0.49 -0.71 0.11
C -0.48 -0.63 -0.85
H 4.13 -2.16 2.07
C 3.42 -0.99 3.72
H 3.84 1.47 5.58
H 3.04 1.20 -7.90
H 0.45 1.09 6.71
C 0.54 1.15 -8.85
H 4.19 -2.03 6.96
C 2.00 0.24 5.50
H 0.24 -0.18 0.88
H 0.48 0.08 -8.68
C 3.94 -1.92 4.83
C 3.91 -1.28 6.22
C 0.53 0.56 5.76
H 2.52 -0.24 7.52
H -1.52 -0.95 -5.89
C 3.18 -1.77 2.44
H 3.32 -2.82 4.84
C -2.43 1.14 3.76
H -2.05 1.68 -4.86
C 4.46 0.09 3.40
O 0.19 3.07 -5.82
C 2.08 0.01 -6.36
C 2.52 -0.74 6.55
H 2.48 2.08 6.49
C -1.14 1.17 -4.56
C -4.58 -4.05 3.83
Al -4.46 0.33 1.73
C -3.25 1.39 0.51
*
```

## Properties
M: 545.72 g/mol
<S²>: 2.008
E_LUMO (spin up / spin down): 2.3 / 2.3 eV
E_HOMO (spin up / spin down): -0.1821 / -0.1821 hartree